The following is a DFT calculation (ωB97M-V/def2-TZVPD) of a cluster of 2 separate species, C4H8NO2 in total at a distorted geometry.

Positions of all 15 atoms, in Å:
N 0.2236 3.0002 1.2490
C -0.8521 0.1614 -0.7857
O -0.9550 1.2929 -0.4683
H -1.6053 -0.2819 -1.4243
H -0.0148 3.8679 0.7379
H 0.4231 -1.8622 -2.0225
H 0.4443 -4.1453 -1.0143
C 0.2955 -3.2594 -0.4515
C 0.2655 -2.0381 -1.0321
H 0.2204 -3.4049 0.5328
O 0.6377 -0.5675 0.8428
H -0.1588 2.2516 0.5132
H -0.2379 2.7408 2.0548
C 0.1332 -0.8581 -0.1907
H 1.1808 3.1025 1.4590

Summary:
net charge	+1
E_LUMO	-4.57	eV
E_HOMO	-13.82	eV
Kohn-Sham gap	9.25	eV
ΔE to the lowest compared entry with this formula, charge and spin	213.0	kJ/mol

=====

The following is a DFT calculation (ωB97M-V/def2-TZVPD) of the ion C4H8NO2 with charge +1 at a distorted geometry.

Positions of all 15 atoms, in Å:
C 0.9425 0.2185 -1.2649
C -0.2273 1.0474 1.5184
N 0.7466 -1.0784 -0.8270
H 1.4277 -1.8004 -1.2129
H 1.5743 0.1855 -2.2207
H -0.6666 -1.6196 0.8196
O -1.0336 1.4898 2.4449
H -0.4670 -2.8915 -0.3748
O -0.4173 1.4849 0.3175
H -1.3669 -1.4025 -0.8039
C 0.3245 1.3043 -0.8082
H 0.7234 0.3450 1.7993
C -0.4349 -1.7152 -0.3310
H 0.4970 2.1912 -1.3341
H -1.6224 2.2409 2.2778

Summary:
net charge	+1
E_LUMO (spin up / spin down)	-5.13 / -5.13	eV
E_HOMO (spin up / spin down)	-12.80 / -12.80	eV
Kohn-Sham gap (spin up / spin down)	7.66 / 7.67	eV
ΔE to the lowest compared entry with this formula, charge and spin	334.5	kJ/mol

=====

The following is a DFT calculation (ωB97M-V/def2-TZVPD) of a cluster of 2 separate species, C4H8NO2 in total at a distorted geometry.

Positions of all 15 atoms, in Å:
H 1.9165 1.0501 2.1116
O 0.0846 0.0980 -1.7925
H -0.0354 0.6897 -2.5044
H 2.6271 0.6543 0.8775
C -1.1348 -1.3521 -0.2201
H -3.1356 1.4283 1.1963
C -2.6174 0.6355 0.8829
N 1.6875 0.7820 1.2184
H -1.8980 -0.5295 -2.1626
H 0.6367 -0.8289 0.4243
H -1.8528 -2.2516 -0.2340
C -2.0334 -0.1922 0.1834
O -0.0135 -1.4959 0.5988
H 1.2930 1.6278 0.7461
C -0.9687 -0.6384 -1.5429

Summary:
net charge	+1
E_LUMO	-5.99	eV
E_HOMO	-14.35	eV
Kohn-Sham gap	8.36	eV
ΔE to the lowest compared entry with this formula, charge and spin	473.4	kJ/mol

=====

The following is a DFT calculation (ωB97M-V/def2-TZVPD) of a cluster of 2 separate species, C4H8NO2 in total at a distorted geometry.

Positions of all 15 atoms, in Å:
N 0.4666 -1.5431 -0.0458
H 0.2974 -0.7510 1.9858
H 1.7551 0.5725 -1.1253
C -3.0511 0.2289 -0.1991
C 0.4506 -0.5491 0.9648
O -4.0335 0.7896 -0.0829
C 1.1625 1.2487 -0.6152
O -2.0672 -0.3862 -0.2732
H 0.9233 -1.0468 -0.8114
H -0.4349 -1.8216 -0.2620
C 0.7153 0.7608 0.7550
H 0.7395 1.5036 1.4854
H 1.0266 -2.5115 0.1190
H 0.3843 1.2773 -1.3053
H 1.6655 2.2280 -0.5899

Summary:
net charge	+1
E_LUMO	-3.74	eV
E_HOMO	-14.71	eV
Kohn-Sham gap	10.97	eV
ΔE to the lowest compared entry with this formula, charge and spin	99.0	kJ/mol

=====

The following is a DFT calculation (ωB97M-V/def2-TZVPD) of a cluster of 2 separate species, C4H8NO2 in total at a distorted geometry.

Positions of all 15 atoms, in Å:
N 1.0213 1.7080 -0.0987
C 1.1980 0.4298 -0.0694
H 0.8239 2.2212 0.7553
H -2.4778 0.7206 0.8970
C -1.0502 -0.5504 0.0546
H -2.3746 0.7925 -0.8394
O -0.9314 -1.8036 0.0081
H 1.4586 -1.6335 0.1031
H -3.1974 -0.5986 -0.0722
H 3.6782 0.1555 0.0986
C 1.9216 -0.6546 0.0648
H 0.7927 2.1791 -0.9668
H -1.7511 -2.3560 -0.0497
C -2.3587 0.1022 0.0053
O 3.2470 -0.7123 0.1094

Summary:
net charge	+1
E_LUMO (spin up / spin down)	-3.85 / -3.85	eV
E_HOMO (spin up / spin down)	-13.35 / -13.35	eV
Kohn-Sham gap (spin up / spin down)	9.50 / 9.50	eV
ΔE to the lowest compared entry with this formula, charge and spin	426.5	kJ/mol

=====

The following is a DFT calculation (ωB97M-V/def2-TZVPD) of the ion C4H8NO2 with charge +1 at a distorted geometry.

Positions of all 15 atoms, in Å:
N 0.7120 0.1747 0.0800
H -0.7685 -1.2558 -1.4017
C 0.3551 -1.1329 0.5955
C 1.8430 0.6508 -0.2591
H -0.1427 -0.9539 1.5674
O -1.5935 -0.0618 0.1180
H -1.3892 2.1163 1.2062
C -0.6736 0.8916 -0.2357
H 1.8646 1.6221 -0.7284
O -0.7447 2.1200 0.4581
H -0.7579 1.0391 -1.3399
H 2.5998 -0.0411 -0.3257
H 1.2361 -1.7524 0.4795
H -1.5749 -2.1424 0.0725
C -0.9656 -1.2744 -0.2867

Summary:
SMILES	C=[N+]1CCO[C@H]1O
net charge	+1
E_LUMO	-5.07	eV
E_HOMO	-15.88	eV
Kohn-Sham gap	10.82	eV
ΔE to the lowest compared entry with this formula, charge and spin	215.5	kJ/mol

=====

The following is a DFT calculation (ωB97M-V/def2-TZVPD) of a cluster of 2 separate species, C4H8NO2PS in total at a distorted geometry.

Positions of all 17 atoms, in Å:
O -0.9427 1.9398 1.0869
H -0.8322 -3.4803 -1.0972
O -0.4987 -0.7649 0.0366
H -1.5038 1.8035 2.9991
C 0.3878 -1.1254 -0.9455
H 1.4592 -1.1303 -0.5456
H -0.8727 -0.4992 -2.5930
S 0.3583 -3.0460 -1.5166
P 1.4339 1.1752 1.0333
H 0.9795 -0.4179 -2.8842
N 0.1658 1.8238 0.2693
H 0.1541 0.8564 -1.9023
C -0.7036 1.6127 2.3335
C 0.1833 -0.3494 -2.2030
C 0.5662 1.1289 2.6070
H 1.0549 0.9270 3.5094
H -1.3892 -0.4540 -0.1877

Summary:
SMILES	C[C@@H](O)S.c1cpno1
net charge	0
E_LUMO	0.21	eV
E_HOMO	-8.83	eV
Kohn-Sham gap	9.04	eV
ΔE to the lowest compared entry with this formula, charge and spin	447.8	kJ/mol

=====

The following is a DFT calculation (ωB97M-V/def2-TZVPD) of a cluster of 2 separate species, C4H8NO3 in total.

Positions of all 16 atoms, in Å:
O 0.1850 -1.0469 1.1575
H 1.9418 2.4651 -0.0511
H 0.2605 -0.9677 -0.8962
H 0.3865 1.6002 0.4449
H -0.6895 0.3086 -1.6852
H -1.8227 0.1659 3.2426
O -1.8406 -0.1269 0.7966
C 0.2972 -0.1591 -1.6424
N -0.9205 -0.0571 2.8570
C 1.3188 0.8820 -1.2995
H 0.3292 -1.5141 -3.0614
C 1.2064 1.6919 -0.2505
H -0.2316 -0.4724 3.4570
H 2.0929 1.0102 -2.0494
O 0.6535 -0.6178 -2.9832
C -0.8620 -0.4553 1.5026

Summary:
net charge	-1
E_LUMO	3.85	eV
E_HOMO	-4.18	eV
Kohn-Sham gap	8.03	eV
ΔE to the lowest compared entry with this formula, charge and spin	187.7	kJ/mol

=====

The following is a DFT calculation (ωB97M-V/def2-TZVPD) of the ion C4H8NO3 with charge -1 at a distorted geometry.

Positions of all 16 atoms, in Å:
O -2.0152 -2.3961 -0.4404
H 1.0602 1.3766 -0.6370
H -0.8443 -2.3436 1.0490
H 0.0385 1.7788 -2.1032
H 1.3367 0.3267 0.8717
H -2.3438 -1.5210 -0.8217
N -0.7399 -2.2618 0.0827
C -0.8384 0.3371 -0.9454
C 0.0666 1.5492 -1.0815
O -1.3415 0.0948 0.5162
C 0.9690 -0.7615 0.7587
H 1.7518 -1.3356 0.2615
H 0.7937 -1.2201 1.7131
H -0.3541 2.4151 -0.5123
C -0.3659 -0.8070 0.0270
O -1.6993 0.2801 -1.8557

Summary:
SMILES	C[C@]1([O-])O[C@@]1(C)NO
net charge	-1
E_LUMO	4.17	eV
E_HOMO	-3.29	eV
Kohn-Sham gap	7.46	eV
ΔE to the lowest compared entry with this formula, charge and spin	499.5	kJ/mol

=====

The following is a DFT calculation (ωB97M-V/def2-TZVPD) of a cluster of 2 separate species, C4H8NO3 in total at a distorted geometry.

Positions of all 16 atoms, in Å:
H 0.7063 -1.1340 -2.5726
H -3.0427 1.7419 -0.6686
C 1.4862 -0.5632 -2.0123
H -0.1103 -0.2951 0.7030
H 1.3264 0.5216 -1.9767
C 1.7385 -1.2003 -0.5636
C -2.3483 2.2286 0.0682
H -2.9385 2.7334 0.7990
N -0.7670 0.3844 0.2025
H -1.6320 2.9399 -0.4339
O -2.1161 0.6857 2.1068
H -0.2072 0.9204 -0.4730
O 2.4942 -2.1898 -0.8235
C -1.6891 1.0415 1.0225
H 2.4582 -0.6841 -2.4261
O 1.3325 -0.8051 0.5345

Summary:
net charge	-1
E_LUMO	3.60	eV
E_HOMO	-4.30	eV
Kohn-Sham gap	7.90	eV
ΔE to the lowest compared entry with this formula, charge and spin	162.3	kJ/mol